{
  "formula": "C26H72ClO14",
  "method": "ωB97M-V with the def2-TZVPD basis set",
  "species": ["Cl", "O", "O", "O", "O", "C", "C", "C", "O", "H", "H", "H", "H", "H", "H", "H", "H", "C", "C", "C", "O", "H", "H", "H", "H", "H", "H", "H", "H", "C", "C", "C", "O", "H", "H", "H", "H", "H", "H", "H", "H", "C", "C", "C", "O", "H", "H", "H", "H", "H", "H", "H", "H", "C", "C", "C", "O", "H", "H", "H", "H", "H", "H", "H", "H", "C", "C", "C", "O", "H", "H", "H", "H", "H", "H", "H", "H", "C", "C", "C", "O", "H", "H", "H", "H", "H", "H", "H", "H", "C", "C", "C", "O", "H", "H", "H", "H", "H", "H", "H", "H", "C", "O", "H", "H", "H", "H", "C", "O", "H", "H", "H", "H"],
  "coordinates": [[-0.36474, -0.39539, -0.50608], [-0.79917, -1.47980, -1.35174], [0.91424, 0.12920, -0.93085], [-1.29792, 0.72564, -0.57224], [-0.13774, -0.86110, 0.84712], [-3.47808, 2.94742, 2.80047], [-2.70259, 1.64759, 2.68229], [-1.20148, 1.94630, 2.70392], [-3.02132, 0.82658, 3.81443], [-3.15055, 3.51880, 1.92324], [-3.33680, 3.50956, 3.71706], [-4.54008, 2.76345, 2.61131], [-2.83727, 1.07500, 1.75872], [-0.90065, 2.46921, 3.61714], [-0.87634, 2.52402, 1.83938], [-0.64268, 1.00796, 2.71208], [-2.34015, 0.12637, 3.84962], [4.28627, -1.31228, -2.65440], [3.60242, -0.95426, -3.95670], [2.48725, -1.96341, -4.24462], [3.11361, 0.37073, -3.84536], [4.69533, -2.32491, -2.68533], [3.53293, -1.28980, -1.85523], [5.04992, -0.62246, -2.29464], [4.37752, -1.06541, -4.71923], [2.89384, -2.97488, -4.27514], [1.94013, -1.79721, -5.17165], [1.78079, -1.89098, -3.41182], [2.44582, 0.43912, -3.14628], [-2.94788, 1.47077, -5.30069], [-2.10845, 0.49846, -4.47319], [-0.70095, 1.05249, -4.35786], [-2.71111, 0.45759, -3.19157], [-4.00808, 1.48583, -5.04778], [-2.70522, 1.35829, -6.35697], [-2.66956, 2.48941, -5.00174], [-2.07958, -0.47350, -4.97778], [-0.33853, 1.43533, -5.31906], [0.02913, 0.36496, -3.93061], [-0.69822, 1.98892, -3.79093], [-2.04080, 0.18641, -2.54183], [-3.98875, -3.92859, 2.06460], [-4.29013, -2.94343, 0.95179], [-3.87553, -1.51474, 1.29886], [-3.51183, -3.38805, -0.16608], [-4.50281, -3.63918, 2.98297], [-2.91999, -3.86402, 2.27205], [-4.31683, -4.90868, 1.72347], [-5.36365, -2.92048, 0.72509], [-2.80077, -1.40537, 1.47158], [-4.30302, -1.18905, 2.25196], [-4.11045, -0.84148, 0.47217], [-3.76876, -2.83759, -0.91591], [0.57475, -2.25268, 4.80046], [-0.89954, -2.53665, 4.67141], [-1.69430, -2.47579, 5.96038], [-1.45633, -1.54874, 3.75963], [1.01444, -3.07791, 5.37760], [0.80230, -1.36772, 5.39583], [1.01837, -2.18149, 3.81107], [-1.03336, -3.48967, 4.15114], [-1.53218, -3.43195, 6.47602], [-2.76641, -2.48923, 5.77929], [-1.32330, -1.71756, 6.64625], [-1.36174, -1.80801, 2.83429], [1.96876, 3.36446, -3.07254], [3.46338, 3.57610, -3.23042], [4.26309, 3.05741, -2.04668], [3.89606, 2.91547, -4.42064], [1.43966, 3.07027, -3.98473], [1.44081, 4.22467, -2.65569], [1.66572, 2.49790, -2.46432], [3.60051, 4.65841, -3.28737], [4.27525, 1.96959, -1.95929], [3.94330, 3.47904, -1.09082], [5.32085, 3.31190, -2.17490], [3.68652, 1.95932, -4.28643], [2.44154, 1.44827, 3.33473], [3.10621, 1.63937, 1.98988], [3.77975, 0.37840, 1.43354], [2.16463, 2.09103, 1.03419], [1.93145, 0.48397, 3.39704], [1.64703, 2.16408, 3.55633], [3.08079, 1.53558, 4.22049], [3.84709, 2.43739, 2.09280], [4.59333, 0.11309, 2.12512], [4.22080, 0.52213, 0.45031], [3.15127, -0.51487, 1.45075], [1.66842, 1.35638, 0.64442], [1.95843, -5.66803, 1.03841], [2.17424, -4.15619, 1.08741], [3.38625, -3.70772, 0.25623], [1.00124, -3.56071, 0.58490], [1.91503, -6.11451, 0.03764], [0.97605, -5.93491, 1.43506], [2.74217, -6.21593, 1.56517], [2.37176, -4.02568, 2.16019], [3.38826, -2.61979, 0.20240], [3.26818, -4.09623, -0.75601], [4.29666, -4.12821, 0.68511], [1.12497, -2.60088, 0.65558], [-4.52594, 2.48279, -0.91013], [-4.60622, 3.89613, -0.86207], [-5.38885, 2.00956, -0.41722], [-4.53740, 2.07967, -1.91714], [-3.70253, 2.10050, -0.30052], [-4.99146, 4.18226, -0.03306], [-1.03304, 4.10732, -0.89199], [-0.03331, 5.12157, -0.75729], [-0.91516, 3.53496, -1.80961], [-1.08053, 3.40730, -0.05755], [-2.02162, 4.57245, -0.82044], [-0.46684, 5.94301, -0.99225]],
  "forces_ev_per_angstrom": [[0.4, 0.9, -0.2], [0.0, 0.5, 0.2], [0.7, -0.1, -0.8], [-0.1, -1.1, 0.4], [-0.8, -0.2, 0.4], [-0.5, -0.6, -1.8], [1.3, 0.1, 1.3], [0.2, -0.2, 0.3], [0.1, -0.1, -0.3], [0.0, 0.4, 0.3], [0.2, -0.2, 0.1], [-0.1, 0.0, 0.4], [-0.7, 0.3, -0.1], [-0.2, 0.2, 0.0], [0.0, 0.0, 0.0], [0.0, 0.0, -0.2], [-0.4, 0.1, 0.1], [-0.4, -0.4, 1.0], [0.2, -0.8, 0.6], [0.0, 0.3, 0.4], [-0.1, 0.1, -0.7], [0.1, 0.0, 0.0], [0.0, -0.2, -0.1], [0.2, 0.1, -0.6], [-0.3, 0.9, -0.4], [0.0, 0.0, 0.1], [0.1, 0.3, -0.1], [-0.1, -0.2, -0.1], [0.1, -0.3, 0.0], [0.4, 0.7, 0.4], [-0.1, 1.0, 0.1], [0.4, 0.8, -0.5], [0.1, -0.5, 0.1], [-0.1, -0.8, -0.4], [-0.4, 0.0, -0.1], [0.3, 0.0, -0.1], [-0.1, -0.2, 0.3], [0.1, -0.6, -0.2], [-0.1, -0.1, 0.0], [-0.3, -0.3, 0.5], [-0.3, 0.1, 0.0], [-0.3, 0.6, -0.1], [0.9, 0.6, 0.2], [0.2, 0.0, 0.4], [-0.8, -0.1, -0.1], [-0.1, -0.1, 0.0], [0.1, -0.4, -0.1], [0.3, -0.2, 0.3], [0.0, -0.3, -0.1], [0.0, -0.4, -0.3], [-0.4, 0.2, -0.3], [-0.2, 0.1, 0.2], [0.3, 0.0, 0.0], [0.2, -0.7, 0.9], [-0.5, 1.0, -1.4], [0.5, -1.4, 0.2], [-0.3, 0.1, 0.4], [0.2, 0.0, -0.3], [-0.3, 0.3, -0.3], [0.2, 0.0, 0.0], [0.0, -0.2, 0.4], [0.2, 0.1, 0.1], [0.0, 0.6, -0.1], [-0.4, 0.4, -0.2], [0.3, -0.1, 0.1], [-1.5, -0.7, 0.4], [-0.6, -0.9, 0.0], [0.8, 0.2, 0.4], [0.3, 0.1, 0.0], [0.5, 0.6, -0.5], [0.1, 0.0, 0.1], [0.5, 0.2, 0.5], [0.4, -0.1, -0.6], [-0.5, 0.0, -0.1], [-0.2, 0.0, -0.1], [-0.1, 0.2, -0.1], [0.2, 0.8, -0.2], [-0.6, -0.4, 1.1], [-0.4, -0.4, -0.8], [0.8, -0.1, 1.4], [-0.2, 0.6, -0.1], [0.1, -0.2, -0.1], [0.1, 0.3, -0.6], [0.4, -0.2, -0.3], [0.0, 0.0, -0.2], [0.1, 0.0, -0.2], [-0.2, 0.1, -0.1], [-0.4, 0.3, -0.2], [0.1, -0.1, 0.0], [-0.3, -0.6, -0.6], [0.4, -1.4, -0.6], [-0.6, -0.5, 0.3], [0.3, 0.4, 0.6], [0.2, 0.5, -0.2], [0.1, 0.2, 0.4], [0.0, 0.1, 0.2], [-0.3, 0.9, 0.0], [0.4, 0.0, 0.1], [0.0, 0.1, -0.1], [0.2, 0.3, 0.0], [-0.5, -0.1, -0.2], [-0.7, -0.8, 1.4], [0.0, 0.3, -0.7], [-0.2, 0.3, -0.1], [0.5, 0.4, -0.2], [0.5, 0.1, -0.5], [0.0, -0.2, 0.1], [-0.8, 0.3, 0.4], [0.0, -0.3, 0.2], [0.0, 0.0, -0.1], [0.8, 0.0, 0.0], [-0.1, -0.1, -0.6], [0.1, 0.1, 0.0]],
  "spin_multiplicity": 1,
  "lumo_energy_ev": 2.58,
  "homo_energy_ev": -7.1,
  "e_tot_ha": -2547.1381,
  "total_charge": -1
}


{
  "formula": "C26H72LiN7O11",
  "method": "ωB97M-V with the def2-TZVPD basis set",
  "species": ["Li", "N", "O", "O", "O", "C", "C", "C", "O", "C", "N", "H", "H", "H", "H", "H", "H", "H", "H", "H", "H", "H", "C", "C", "C", "O", "C", "N", "H", "H", "H", "H", "H", "H", "H", "H", "H", "H", "H", "C", "C", "C", "O", "C", "N", "H", "H", "H", "H", "H", "H", "H", "H", "H", "H", "H", "C", "C", "C", "O", "C", "N", "H", "H", "H", "H", "H", "H", "H", "H", "H", "H", "H", "C", "C", "C", "O", "C", "N", "H", "H", "H", "H", "H", "H", "H", "H", "H", "H", "H", "C", "C", "C", "O", "C", "N", "H", "H", "H", "H", "H", "H", "H", "H", "H", "H", "H", "C", "C", "O", "O", "H", "H", "H", "H", "H", "H"],
  "coordinates": [[-0.94837, -3.14858, -2.89906], [0.96280, -0.22364, -0.39593], [2.10572, -0.50275, -0.04733], [0.23631, 0.37469, 0.36651], [0.57533, -0.47925, -1.57855], [2.90480, -4.41826, -4.20161], [1.86463, -5.25416, -4.89179], [1.60907, -6.54585, -4.03082], [0.88757, -6.15508, -2.83596], [0.54695, -7.26352, -1.97560], [0.67393, -4.46116, -4.97924], [2.55765, -4.08653, -3.22307], [3.15819, -3.49585, -4.72415], [3.82284, -5.00549, -4.22331], [2.23869, -5.49682, -5.88643], [2.58850, -6.95235, -3.77867], [1.17996, -7.31948, -4.66759], [0.28326, -6.95700, -0.96337], [1.37821, -7.96652, -1.92177], [-0.24045, -7.88015, -2.40903], [-0.04346, -4.91008, -5.53054], [0.79387, -3.65676, -5.57813], [-4.40541, -4.86616, -3.36261], [-4.38938, -3.48723, -2.72276], [-3.99253, -3.41658, -1.25258], [-2.73081, -3.94717, -0.96693], [-2.54730, -4.00707, 0.46489], [-3.45243, -2.71443, -3.51459], [-4.66560, -4.75990, -4.41575], [-5.25201, -5.40084, -2.93192], [-3.52561, -5.49266, -3.21580], [-5.29973, -2.92238, -2.92350], [-4.75796, -3.88495, -0.63383], [-4.01283, -2.37304, -0.93840], [-2.92942, -3.21549, 1.10947], [-1.47429, -4.07250, 0.64508], [-2.93305, -4.97640, 0.78064], [-3.75123, -2.60865, -4.47357], [-3.53291, -1.76430, -3.18162], [-3.63123, 3.34590, 6.14844], [-4.37123, 3.12009, 4.82584], [-5.45094, 4.17988, 4.48976], [-6.63674, 4.03711, 5.34803], [-7.52956, 5.11662, 5.22925], [-3.26272, 3.26950, 3.90545], [-4.32878, 3.27802, 6.98325], [-2.98236, 4.22008, 6.20194], [-2.90001, 2.56269, 6.34843], [-4.81912, 2.12738, 4.78081], [-5.66090, 4.07570, 3.42526], [-5.06385, 5.18325, 4.66726], [-8.33238, 4.91640, 5.93881], [-7.73422, 5.19632, 4.16160], [-7.03844, 6.03619, 5.54752], [-3.55719, 3.15642, 2.94597], [-2.56670, 2.54149, 3.98064], [2.53941, 0.15390, 6.77347], [3.14043, -0.60737, 5.57140], [2.24015, -1.76247, 5.11493], [1.91423, -2.70619, 6.15379], [3.01122, -3.53596, 6.61251], [3.43762, 0.31281, 4.43571], [2.47614, -0.51360, 7.63285], [1.56322, 0.61933, 6.63732], [3.17530, 1.01357, 6.98493], [4.06513, -0.99321, 6.00054], [2.64577, -2.32692, 4.27531], [1.24669, -1.48167, 4.76521], [2.71113, -4.27679, 7.35360], [3.78002, -2.88691, 7.03176], [3.40894, -4.14562, 5.80119], [4.22192, -0.06320, 3.92231], [2.72317, 0.27841, 3.72263], [-5.71237, 2.77795, -0.85326], [-4.74805, 3.56124, -1.72891], [-4.12801, 4.77124, -0.98251], [-5.24193, 5.62696, -0.62320], [-4.94991, 6.81838, 0.00964], [-3.79026, 2.53829, -2.12650], [-6.49833, 2.18234, -1.31760], [-6.28298, 3.48675, -0.25318], [-5.12637, 2.17499, -0.15961], [-5.26937, 3.79247, -2.65781], [-3.57677, 5.39068, -1.69000], [-3.51346, 4.46983, -0.13423], [-4.24105, 7.41828, -0.56109], [-4.49297, 6.63199, 0.98153], [-5.89778, 7.26934, 0.30337], [-3.06421, 2.33783, -1.45362], [-3.29712, 2.94697, -2.90746], [4.26259, 3.36591, -3.07169], [3.51631, 4.31947, -3.88020], [3.66032, 3.92166, -5.38239], [5.03126, 4.04997, -5.78812], [5.23736, 3.70998, -7.11228], [2.08823, 3.93867, -3.53645], [5.35228, 3.35788, -3.09662], [3.91069, 2.34628, -3.22861], [4.05978, 3.43320, -2.00284], [3.80213, 5.34698, -3.65520], [2.98341, 4.49038, -6.01993], [3.34583, 2.88892, -5.53285], [4.93758, 2.67241, -7.25951], [6.30044, 3.80257, -7.33452], [4.64578, 4.37812, -7.73817], [2.15473, 2.96018, -3.29514], [1.83164, 4.41675, -2.68457], [7.84488, -1.94538, 1.66459], [9.35919, -1.62296, 1.84190], [9.94551, -1.19701, 0.60345], [7.24986, -0.73835, 1.47555], [7.51898, -2.55348, 2.50844], [7.74229, -2.49575, 0.72935], [9.80969, -2.55784, 2.17530], [9.38489, -0.91752, 2.67244], [9.46387, -0.40222, 0.36277], [6.47376, -0.89125, 0.93160]],
  "forces_ev_per_angstrom": [[-0.2, 0.0, 0.1], [0.6, 0.2, -1.1], [1.1, -0.8, 0.0], [-1.7, 0.7, 1.1], [-0.3, -0.7, -0.2], [0.7, 0.3, -0.2], [0.3, -0.3, 1.1], [0.3, 1.3, -0.1], [0.0, -1.0, -0.4], [0.6, -0.4, -1.0], [-2.1, 0.9, -0.4], [0.3, -0.5, 0.2], [-0.2, 0.0, -0.4], [0.1, 0.1, 0.7], [0.0, -0.6, -0.1], [0.2, 0.0, 0.3], [-1.0, -0.1, 0.3], [0.0, 0.4, -0.3], [0.4, 0.1, 0.3], [-0.5, 0.3, -0.1], [-0.3, -0.8, 0.2], [0.8, 0.5, 0.2], [-1.5, -0.3, 0.6], [0.8, -0.3, -0.9], [-1.0, 0.5, -0.1], [0.4, 0.5, 0.4], [1.1, -1.4, -0.3], [2.2, 1.3, 0.1], [0.3, -0.1, -0.1], [0.0, -0.3, 0.0], [0.2, 0.4, 0.0], [-0.9, -0.8, 0.9], [-0.2, -0.4, 0.0], [0.0, 0.4, -0.1], [-0.3, 0.3, -0.7], [0.0, 0.2, -0.1], [-0.4, 0.1, 0.3], [-0.1, -0.5, -0.2], [0.4, 0.5, 0.2], [-0.7, -0.8, 1.1], [1.0, 0.9, 0.8], [-0.3, -0.3, 1.5], [1.8, -0.9, -0.7], [1.1, -0.2, -0.1], [0.0, 0.2, -1.9], [0.0, 0.4, 0.2], [-0.7, 0.5, -0.3], [-0.1, -0.5, -0.3], [-0.3, -0.1, 0.2], [-0.6, 0.0, -0.2], [0.3, 0.1, -0.1], [-0.4, 0.0, -0.6], [-1.0, 0.3, 0.1], [0.1, 0.3, 0.0], [-0.3, 0.2, -0.4], [0.1, -0.1, 0.6], [0.1, 0.3, -0.3], [-1.1, 0.7, -0.1], [-0.2, -1.2, 0.6], [0.5, -0.8, 0.6], [-0.5, 0.8, -0.7], [0.4, -0.7, 0.5], [0.0, 0.1, 0.1], [-0.2, -0.4, -0.4], [0.3, -0.2, 0.2], [0.3, -0.1, -0.6], [0.6, 0.1, -0.2], [0.1, 0.7, 0.1], [-0.6, 0.5, 0.2], [0.2, -0.3, 0.1], [0.2, 0.2, -0.4], [0.5, 0.0, 0.1], [-0.7, 0.1, 0.1], [-0.8, 1.2, 1.4], [-0.2, -1.6, 0.8], [-1.9, 0.9, -1.2], [-0.2, -1.6, -0.4], [0.4, -0.2, 1.2], [0.9, 0.5, -1.3], [0.6, -0.2, -0.6], [0.0, 0.1, 0.3], [-0.1, -0.2, 0.0], [0.1, 0.8, 0.2], [0.8, -0.3, -0.1], [0.0, 0.0, 0.2], [-0.3, 0.5, -0.2], [0.5, -0.1, 0.3], [0.1, 0.5, -0.7], [-0.1, 0.0, 0.5], [0.5, -0.3, -0.4], [2.2, -1.6, 2.2], [-1.7, -1.5, -1.3], [0.8, 0.7, 0.4], [-0.6, 0.5, 1.4], [-0.1, -0.1, -0.1], [0.3, 1.5, -0.7], [0.1, 0.1, -0.6], [0.3, -0.2, -0.6], [-0.2, 0.7, 0.2], [-0.5, 0.1, -0.3], [0.1, 0.5, -0.1], [0.0, -0.4, 0.3], [-0.1, -0.2, -0.4], [-0.1, 0.1, 0.0], [0.0, -0.1, -0.5], [-0.4, -0.1, 0.1], [-0.1, 0.0, 0.1], [2.8, -1.1, -0.7], [-1.4, -1.2, -0.4], [-0.2, -0.2, 1.2], [-1.7, 1.8, 0.0], [-0.4, 0.1, 0.2], [0.1, -0.7, 0.1], [0.5, 0.1, -0.2], [0.5, 0.4, -0.2], [-0.1, 0.2, -0.2], [-0.2, 0.4, 0.1]],
  "spin_multiplicity": 1,
  "lumo_energy_ev": -0.47,
  "homo_energy_ev": -7.3,
  "e_tot_ha": -2251.9300
}